1.
C17H20N4O5S | ωB97M-V with the def2-TZVPD basis set

Output
Total charge ... 0
ΔE to the lowest compared entry with this formula, charge and spin ... 22.0 kcal per mole
HOMO-LUMO gap ... 0.3175 Eh
Largest force on an atom ... 0.021 hartree/bohr

```
47
Properties=species:S:1:pos:R:3:forces:R:3
C 4.305113 -5.580611 3.203413 -0.249 0.080 -0.328
C 3.877937 -5.732320 1.750347 0.290 -0.467 0.255
H 4.705550 -5.515614 1.071919 -0.133 -0.042 0.048
H 3.500091 -6.744520 1.570741 0.107 0.179 -0.051
O 2.862781 -4.790864 1.406175 -0.051 0.329 -0.118
C 1.604471 -5.113268 1.713255 -0.084 -0.288 0.105
O 1.282299 -6.154149 2.234260 0.066 0.092 -0.030
C 0.638004 -4.048911 1.330622 -0.377 0.222 -0.047
C 1.067011 -2.850146 0.772177 0.117 -0.081 0.022
C 0.130246 -1.880782 0.435316 -0.038 -0.376 0.136
C -1.225889 -2.120947 0.657136 0.161 0.000 -0.010
C -1.643464 -3.316627 1.211432 0.027 0.057 -0.022
C -0.716109 -4.283632 1.551774 0.233 -0.125 0.035
H -1.017057 -5.223561 1.987188 -0.025 -0.072 0.034
H -2.695693 -3.490780 1.377463 -0.083 -0.012 0.012
H -1.951556 -1.364224 0.391145 -0.082 0.079 -0.037
N 0.485315 -0.650822 -0.126921 -0.458 0.231 -0.064
C 1.717204 -0.161879 -0.415087 -0.350 0.537 -0.050
O 2.767126 -0.739713 -0.267488 0.264 -0.042 -0.050
C 1.666922 1.246912 -1.011172 0.609 -0.156 -0.247
H 2.540409 1.810948 -0.667853 -0.133 -0.131 -0.019
H 1.726203 1.173249 -2.104205 0.008 -0.046 0.193
O 0.469602 1.912673 -0.634662 -0.128 0.018 0.136
C 0.124765 2.972878 -1.391435 0.321 0.382 -0.984
N 0.784110 3.316461 -2.463092 0.215 -0.377 0.291
S 0.059512 4.605204 -3.153630 -0.140 -0.333 0.483
N -1.151015 4.736056 -2.064164 -0.233 -0.023 0.158
C -1.023886 3.812891 -1.132380 0.222 0.537 -0.581
N -1.844266 3.788501 -0.046802 -0.062 0.078 0.306
C -2.014552 2.600498 0.762051 -0.265 -0.469 0.005
H -1.084907 2.039177 0.813414 -0.132 0.032 0.108
C -3.154737 1.748378 0.186668 0.300 0.011 0.241
O -4.349327 2.490261 0.119657 -0.109 -0.055 0.085
C -4.197652 3.655496 -0.665155 0.136 0.353 -0.037
H -5.159638 4.167646 -0.632880 0.062 0.023 -0.074
C -3.078238 4.550835 -0.121507 -0.363 0.015 -0.167
H -2.921950 5.409182 -0.772719 -0.099 -0.004 0.134
H -3.328389 4.884677 0.889335 -0.014 0.022 -0.065
H -3.965424 3.380823 -1.705446 -0.041 0.026 0.058
H -3.367177 0.891996 0.829580 0.078 -0.017 -0.060
H -2.875115 1.394568 -0.820522 -0.004 -0.020 0.062
H -2.290084 2.928581 1.769490 0.048 -0.087 -0.045
H -0.289226 -0.025145 -0.310023 0.240 -0.060 0.025
H 2.115635 -2.674010 0.603134 -0.009 0.014 -0.010
H 4.633273 -4.561428 3.392761 0.073 0.066 0.044
H 3.470768 -5.812212 3.861046 -0.014 -0.032 0.071
H 5.122113 -6.263860 3.416813 0.102 -0.067 0.047
```
Forces are in eV/Å.

---

2.
C17H20NO7S2W | ωB97M-V with the def2-TZVPD basis set

Output
Total charge ... +2
ΔE to the lowest compared entry with this formula, charge and spin ... 15.7 kcal per mole
HOMO-LUMO gap (alpha / beta) ... 0.2714 / 0.2927 Eh
Spin multiplicity ... 2
Largest force on an atom ... 0.005 hartree/bohr

```
48
Properties=species:S:1:pos:R:3:forces:R:3
W -0.237320 0.073309 -0.267662 -0.054 0.008 -0.067
O 3.508772 1.053921 0.284853 0.060 0.030 0.018
C 2.508693 0.556317 0.677517 0.004 -0.087 -0.031
O 1.696138 -0.193214 -0.128773 -0.121 -0.025 -0.104
C 1.974049 0.700571 2.102311 0.069 0.014 0.001
C 1.109897 -0.496518 2.496768 -0.033 0.010 -0.049
C 0.737756 -0.490730 3.968359 0.015 0.013 -0.002
C -0.297277 0.658463 4.057849 0.016 0.001 -0.013
C -0.339698 1.170536 2.632156 0.000 -0.048 -0.002
O -0.178691 -0.094345 1.847047 -0.028 0.004 0.114
C 0.962130 1.898908 2.251813 -0.102 0.038 0.023
C 0.748766 2.686718 0.978548 0.207 -0.051 -0.089
O 0.995360 3.811693 0.751450 -0.053 -0.001 0.015
O 0.140331 1.866800 0.001587 -0.095 0.121 0.160
H 2.830601 0.837106 2.758635 -0.002 0.005 -0.003
H 1.417939 -1.448414 2.077363 0.003 0.004 0.004
H 0.300875 -1.441999 4.261868 0.000 -0.002 -0.002
H 1.619185 -0.321345 4.584144 -0.004 0.000 0.001
H -1.275320 0.292326 4.360605 -0.001 -0.002 0.000
H -0.005293 1.450246 4.744741 0.001 -0.004 0.001
H -1.262200 1.652964 2.318843 0.006 0.001 0.000
H 1.274546 2.601870 3.020204 -0.004 -0.004 -0.001
O -0.433662 0.171353 -2.205735 0.079 0.082 0.097
N -1.458217 0.906491 -2.741381 0.031 -0.030 -0.020
C -1.275048 1.355443 -3.999277 -0.024 -0.022 -0.010
C -2.266908 2.090216 -4.589965 0.003 -0.006 -0.001
C -3.435511 2.350797 -3.872380 -0.001 0.004 -0.003
C -3.583020 1.875703 -2.584452 0.008 -0.012 -0.001
C -2.562522 1.134370 -2.000084 0.022 -0.007 -0.006
S -2.613932 0.492835 -0.379480 -0.030 -0.026 -0.060
H -0.328933 1.097752 -4.451976 0.007 0.001 0.012
H -2.123318 2.458310 -5.594868 -0.002 0.003 0.000
H -4.227936 2.933206 -4.322666 -0.001 -0.001 -0.002
H -4.473849 2.073427 -2.005780 -0.002 0.001 -0.002
O -0.440718 -1.904844 -0.226231 0.077 0.034 0.006
S -0.459907 -3.001478 -1.370522 -0.058 -0.014 0.006
C -0.018185 -4.508633 -0.457336 0.002 0.016 0.015
C -1.296575 -5.339404 -0.297955 -0.003 -0.005 -0.004
C -2.470097 -4.364569 -0.296099 0.007 0.000 0.001
C -2.207907 -3.425807 -1.467302 0.003 -0.034 0.001
H 0.372015 -4.132593 0.489036 0.009 -0.004 -0.003
H 0.785527 -5.001736 -1.000978 0.000 0.001 -0.002
H -1.242030 -5.926354 0.617106 -0.004 0.000 0.000
H -1.388643 -6.038062 -1.130085 -0.001 -0.002 0.002
H -2.511676 -3.798710 0.636291 -0.003 -0.001 -0.001
H -3.425600 -4.870841 -0.422662 0.000 -0.002 0.001
H -2.770413 -2.492218 -1.480158 0.002 -0.001 -0.002
H -2.320773 -3.925739 -2.433389 -0.006 0.000 -0.001
```
Forces are in eV/Å.

---

3.
C17H21Cl3O3Tc | ωB97M-V with the def2-TZVPD basis set

Output
Total charge ... -2
HOMO-LUMO gap (alpha / beta) ... 0.2289 / 0.2297 Eh
Spin multiplicity ... 4
Largest force on an atom ... 0.051 hartree/bohr

```
45
Properties=species:S:1:pos:R:3:forces:R:3
C 1.447528 -1.683574 -1.493564 -0.462 0.585 -0.281
C 1.785258 -0.326308 -1.693146 -0.938 -0.284 -0.361
C 0.613646 0.413418 -1.902342 0.064 -1.614 -0.140
C 3.157596 0.183347 -1.876067 0.495 0.379 0.389
C -0.533302 -0.517030 -1.805639 0.864 -0.320 -0.286
C 0.020060 -1.824082 -1.455925 0.231 1.228 -1.006
C -0.655004 -3.140486 -1.625196 -0.280 -0.088 0.246
C 2.434777 -2.774013 -1.506248 0.461 -0.546 0.310
C 0.591581 1.800307 -2.394642 -0.032 0.645 0.239
C -1.769785 -0.332642 -2.613865 -0.343 0.014 -0.292
Tc -0.700244 -0.509422 0.307425 1.397 0.437 1.250
Cl 3.345972 2.375562 0.947671 0.135 0.127 -0.209
Cl 0.785511 -1.840307 1.462886 0.565 -0.899 0.261
Cl -1.590668 1.633676 -0.013161 -0.586 0.634 -0.270
H 3.824053 -0.248399 -1.125062 0.074 0.113 -0.085
H 3.180755 1.263176 -1.713828 0.158 -0.110 0.034
H 3.557900 -0.044289 -2.875191 -0.111 -0.046 0.063
H 1.280870 2.385988 -1.777787 -0.110 0.188 -0.084
H -0.405788 2.229863 -2.308374 0.113 0.072 -0.032
H 0.925453 1.877134 -3.439077 -0.014 -0.126 0.050
H -2.091168 0.713037 -2.581781 -0.105 -0.212 0.042
H -2.581140 -0.975727 -2.245403 0.124 0.231 -0.106
H -1.561463 -0.591394 -3.667124 -0.121 0.004 0.158
H -1.695751 -3.073961 -1.308400 0.009 -0.114 0.043
H -0.146260 -3.886892 -1.012007 -0.150 -0.071 0.068
H -0.636505 -3.497076 -2.662133 0.079 0.113 -0.058
H 3.342672 -2.475575 -0.968856 -0.117 -0.148 0.008
H 2.749443 -3.025029 -2.534281 -0.103 0.091 0.108
H 2.042522 -3.693425 -1.058073 0.106 0.165 0.029
O -2.255582 -1.476490 0.433642 -2.088 -1.452 -0.575
H -2.696311 -1.876024 1.203751 0.927 0.659 -0.088
O 0.301380 0.264061 3.901264 -0.629 0.054 -0.349
C -0.783640 0.447802 3.363564 0.560 -0.243 -0.269
O -1.242375 -0.014774 2.238433 0.182 0.482 0.983
C -1.820044 1.286252 4.079291 -0.783 0.308 0.294
C -3.001905 1.673508 3.416417 0.271 -0.097 0.406
C -4.010949 2.347258 4.100443 0.124 0.054 0.090
C -3.845692 2.650280 5.454439 0.159 -0.064 0.085
C -2.655309 2.300203 6.112172 -0.168 0.089 -0.271
C -1.637527 1.630472 5.426472 -0.447 0.051 -0.244
H -3.114874 1.431777 2.364701 0.131 -0.034 0.117
H -4.923058 2.636966 3.563315 0.344 -0.098 0.295
H -4.648011 3.158525 5.997220 0.280 -0.111 -0.110
H -2.520302 2.561337 7.163543 -0.059 -0.072 -0.232
H -0.709138 1.350517 5.923972 -0.207 0.027 -0.218
```
Forces are in eV/Å.